No. 1
Formula: C4H9NO2S
Source: the Open Molecules 2025 dataset
Level of theory: ωB97M-V/def2-TZVPD

XYZ file:
```
17
Properties=species:S:1:pos:R:3:lowdin_charge:R:1
C -2.6368 -0.0837 -0.1068 -0.110
C -1.5906 0.1166 0.9872 -0.247
C -0.3126 0.6752 0.4173 -0.848
S -0.1901 2.0977 -0.3544 0.741
O 0.6687 -0.1871 0.6283 -0.072
N 1.9825 0.1369 0.0799 -0.216
C 2.0022 -0.3459 -1.2796 -0.060
O 2.8782 -0.6107 0.8387 0.002
H -2.9149 0.8739 -0.5382 0.060
H -2.2439 -0.7204 -0.8965 0.078
H -3.5231 -0.5576 0.3094 0.072
H -1.3557 -0.8375 1.4675 0.114
H -1.9758 0.8039 1.7436 0.116
H 2.9913 -0.1281 -1.6803 0.098
H 1.7971 -1.4157 -1.3546 0.096
H 1.2638 0.2293 -1.8362 0.061
H 3.1598 -0.0468 1.5746 0.115
```

As for the multiplicity: 1. The calculation puts the HOMO energy at -8.560 eV. As for the relative energy (zero: lowest compared OMol25 entry of this formula, charge and spin): 375.1 kJ/mol. The charge is 0. Its strongest force on any atom is 1.32 eV/Å. The LUMO energy is 0.0241 Eh.



No. 2
Formula: C4H9NO2S
Source: the Open Molecules 2025 dataset
Level of theory: ωB97M-V/def2-TZVPD

XYZ file:
```
17
Properties=species:S:1:pos:R:3:lowdin_charge:R:1
C 2.0095 0.2787 -1.4346 0.111
C 0.5935 0.4628 -0.7136 -0.273
C -0.1232 -0.5891 1.5095 -0.001
C -1.4647 -0.7462 -0.6533 -0.027
N -0.0734 -0.6675 -0.0320 -0.165
O 1.1162 1.7150 1.3780 -0.531
O -1.1406 1.9070 0.5115 -0.554
S 0.2864 2.1428 0.2286 0.743
H 2.1447 1.0836 -2.1210 0.027
H 2.3708 -0.6633 -1.4825 -0.021
H -0.9764 -0.0041 1.7478 0.066
H -0.2773 -1.4770 2.1014 0.089
H 0.7508 0.0428 1.8061 0.075
H -2.0153 0.2647 -0.4591 0.115
H -1.4489 -0.7712 -1.7114 0.074
H -2.1355 -1.5181 -0.1864 0.114
H 0.3834 -1.4608 -0.4888 0.159
```

As for the multiplicity: 1. The calculation puts the HOMO energy at -8.091 eV. As for the relative energy (zero: lowest compared OMol25 entry of this formula, charge and spin): 609.4 kJ/mol. The charge is 0. Its strongest force on any atom is 10.27 eV/Å. The LUMO energy is -0.0033 Eh.



No. 3
Formula: C4H9NO3
Source: the Open Molecules 2025 dataset
Level of theory: ωB97M-V/def2-TZVPD

XYZ file:
```
17
Properties=species:S:1:pos:R:3:lowdin_charge:R:1
O -0.2893 0.7683 -2.7456 0.051
C 0.8451 1.2218 -1.9355 -0.194
C 0.4187 1.4154 -0.6025 0.167
C 0.1919 0.2753 0.4245 -0.067
C -1.1588 -0.3703 0.9205 -0.590
N -2.2830 0.0022 0.2816 0.053
O -1.0095 -1.1163 1.9509 -0.061
H 1.5684 0.3854 -1.9104 0.152
H 0.0386 2.3180 -0.1771 0.133
H 1.1478 2.1260 -2.4073 0.126
H 0.5043 -0.6989 -0.0289 0.127
H 0.7500 0.5121 1.3439 0.146
H -0.8262 0.4672 -2.1142 -0.009
H -3.1144 -0.5759 0.6869 0.075
H 0.3824 -1.8013 2.0809 0.013
H 1.5660 -2.7001 2.5120 0.022
O 1.2680 -2.2289 1.7205 -0.146
```

As for the multiplicity: 1. The calculation puts the HOMO energy at -8.900 eV. As for the relative energy (zero: lowest compared OMol25 entry of this formula, charge and spin): 622.4 kJ/mol. The charge is 0. Its strongest force on any atom is 6.70 eV/Å. The LUMO energy is -0.1350 Eh.



No. 4
Formula: C4H9NO3
Source: the Open Molecules 2025 dataset
Level of theory: ωB97M-V/def2-TZVPD

XYZ file:
```
17
Properties=species:S:1:pos:R:3:lowdin_charge:R:1
N -1.5055 -2.3575 0.5181 0.153
C -1.0074 -1.2664 1.1738 -0.544
O -1.0813 -1.1843 2.3825 0.055
C -0.3190 -0.2072 0.3531 -0.126
C 0.3649 0.8502 1.2276 -0.147
C -0.6605 1.7435 1.9107 -0.251
O -0.8354 2.8774 1.5355 0.045
H -1.4551 -2.3811 -0.4880 0.099
H -2.2488 -2.8505 0.9926 0.111
H -1.0116 0.2028 -0.3837 0.125
H 0.4026 -0.5949 -0.3820 0.125
H 1.0006 1.4845 0.6068 0.116
H 0.9797 0.3363 1.9744 0.122
H -1.2489 1.3039 2.7196 0.118
O 2.7604 0.3493 -4.5107 -0.072
H 3.1802 0.4165 -5.3824 0.037
H 2.6851 1.2775 -4.2481 0.034
```

As for the multiplicity: 1. The calculation puts the HOMO energy at -9.578 eV. As for the relative energy (zero: lowest compared OMol25 entry of this formula, charge and spin): 93.3 kJ/mol. The charge is 0. Its strongest force on any atom is 1.01 eV/Å. The LUMO energy is 0.0215 Eh.



No. 5
Formula: C4H9NO3
Source: the Open Molecules 2025 dataset
Level of theory: ωB97M-V/def2-TZVPD

XYZ file:
```
17
Properties=species:S:1:pos:R:3:lowdin_charge:R:1
O -2.9759 1.8278 0.1276 0.091
C -1.7928 1.6062 0.0620 -0.611
O -0.9096 2.4470 0.6527 0.115
N -1.2453 0.5404 -0.5785 0.074
C 0.1443 0.3093 -0.9316 -0.179
C 1.0113 -0.1290 0.2504 -0.186
C 0.5987 -1.4800 0.7848 -0.241
O 0.8380 -2.5012 -0.2059 -0.081
H 0.0022 2.1579 0.5144 0.078
H -1.9105 -0.0586 -1.0334 0.149
H 0.1693 -0.5221 -1.6216 0.121
H 0.5830 1.2159 -1.3508 0.124
H 2.0708 -0.1243 -0.0366 0.121
H 1.0224 0.5949 1.0713 0.107
H 1.0806 -1.7423 1.7186 0.117
H -0.4778 -1.4730 0.8458 0.112
H 1.7914 -2.6690 -0.2693 0.090
```

As for the multiplicity: 1. The calculation puts the HOMO energy at -9.975 eV. As for the relative energy (zero: lowest compared OMol25 entry of this formula, charge and spin): 70.4 kJ/mol. The charge is 0. Its strongest force on any atom is 1.38 eV/Å. The LUMO energy is 0.0190 Eh.



No. 6
Formula: C4H9NO3
Source: the Open Molecules 2025 dataset
Level of theory: ωB97M-V/def2-TZVPD

XYZ file:
```
17
Properties=species:S:1:pos:R:3:lowdin_charge:R:1
C -0.3447 1.2218 0.6173 -0.008
C 0.7378 0.8428 -0.1050 -0.504
C 2.0586 0.6082 0.5757 -0.048
N 0.6661 0.6296 -1.4542 0.089
H -1.2548 1.5609 0.1338 0.061
H -0.2600 1.3832 1.6877 0.065
H 2.6820 -0.0898 0.0076 0.072
H 1.9181 0.1743 1.5708 0.085
H 2.6011 1.5538 0.6732 0.084
H 1.3853 0.0391 -1.8596 0.093
H -0.2670 0.4609 -1.8239 0.087
O -2.6540 -1.4049 1.2202 0.117
C -1.7501 -1.3457 0.4136 -0.643
O -0.5256 -1.9383 0.5118 0.111
O -1.9532 -1.0539 -0.8920 0.077
H -0.1387 -1.8366 -0.3784 0.115
H -2.9008 -0.8055 -0.8985 0.146
```

As for the multiplicity: 1. The calculation puts the HOMO energy at -8.189 eV. As for the relative energy (zero: lowest compared OMol25 entry of this formula, charge and spin): 107.0 kJ/mol. The charge is 0. Its strongest force on any atom is 2.79 eV/Å. The LUMO energy is 0.0154 Eh.



No. 7
Formula: C4H9NO3
Source: the Open Molecules 2025 dataset
Level of theory: ωB97M-V/def2-TZVPD

XYZ file:
```
17
Properties=species:S:1:pos:R:3:lowdin_charge:R:1
C -1.0548 -1.4962 -0.5594 -0.067
C -0.3084 -0.6773 0.4896 -0.284
C 1.1091 -1.1274 0.6467 -0.204
O 2.0830 -0.7967 0.0292 0.084
N -0.4089 0.7002 -0.1040 0.042
C -1.4905 1.4961 0.0372 -0.356
O -1.5064 2.5921 -0.4971 0.013
H -1.7914 -1.0499 -1.2706 0.096
H -1.6667 -2.3402 -0.2507 0.071
H -0.4091 -1.9087 -1.3831 0.101
H -0.9002 -0.6806 1.4404 0.159
H 1.0962 -1.9857 1.3276 0.132
H 0.3849 0.9644 -0.6620 0.123
H -2.3813 1.1242 0.5613 0.141
O 2.6796 2.0222 0.1950 -0.060
H 2.8418 1.1004 -0.0579 0.005
H 1.7233 2.0629 0.0579 0.006
```

As for the multiplicity: 1. The calculation puts the HOMO energy at -10.099 eV. As for the relative energy (zero: lowest compared OMol25 entry of this formula, charge and spin): 216.3 kJ/mol. The charge is 0. Its strongest force on any atom is 4.03 eV/Å. The LUMO energy is 0.0001 Eh.



No. 8
Formula: C4H9NO3
Source: the Open Molecules 2025 dataset
Level of theory: ωB97M-V/def2-TZVPD

XYZ file:
```
17
Properties=species:S:1:pos:R:3:lowdin_charge:R:1
O 2.0628 3.3456 -0.4530 0.054
C 1.8786 2.2982 0.0982 -0.268
C 0.6946 1.3558 -0.2684 -0.108
C 0.6034 0.1901 0.8025 -0.179
N -0.2241 -0.9204 0.2226 0.022
C -0.7839 -1.7715 1.0710 -0.386
O -1.6420 -2.5597 0.7505 0.003
H 2.5784 1.9003 0.9475 0.140
H -0.2765 1.8452 -0.1784 0.121
H 0.9718 0.9065 -1.2437 0.129
H 1.6571 -0.2603 0.9602 0.135
H 0.3217 0.4768 1.7312 0.072
H -0.5334 -0.9012 -0.8278 0.146
H -0.3175 -1.9540 2.0196 0.134
O -1.9767 -1.3559 -1.8025 -0.038
H -2.7552 -1.4165 -2.1524 -0.064
H -1.9873 -2.0308 -0.9944 0.088
```

As for the multiplicity: 1. The calculation puts the HOMO energy at -9.934 eV. As for the relative energy (zero: lowest compared OMol25 entry of this formula, charge and spin): 239.6 kJ/mol. The charge is 0. Its strongest force on any atom is 8.90 eV/Å. The LUMO energy is 0.0290 Eh.



No. 9
Formula: C4H9NO3
Source: the Open Molecules 2025 dataset
Level of theory: ωB97M-V/def2-TZVPD

XYZ file:
```
17
Properties=species:S:1:pos:R:3:lowdin_charge:R:1
C -0.4957 -0.0665 -2.0965 -0.127
O -0.1485 -0.9922 -1.1045 -0.157
N 1.4247 -0.7931 -0.4925 -0.314
O 1.7175 -1.7501 0.1473 0.144
O 2.0833 -0.0830 -1.1836 0.117
H -1.1505 -0.5785 -2.8085 0.099
H 0.3555 0.3250 -2.6714 0.087
H -1.0067 0.8036 -1.6647 0.081
C 0.8806 0.9953 1.2703 -0.038
C -0.0445 0.1595 1.7852 -0.239
C -1.3761 0.0065 1.2248 -0.122
H 1.9004 0.9936 1.6166 0.061
H 0.6038 1.7753 0.5750 0.067
H 0.2978 -0.6424 2.4274 0.102
H -2.0899 -0.4319 1.9186 0.071
H -1.7787 0.9245 0.7969 0.073
H -1.1729 -0.6457 0.2595 0.093
```

As for the multiplicity: 1. The calculation puts the HOMO energy at -9.258 eV. As for the relative energy (zero: lowest compared OMol25 entry of this formula, charge and spin): 726.9 kJ/mol. The charge is 0. Its strongest force on any atom is 4.14 eV/Å. The LUMO energy is -0.0408 Eh.



No. 10
Formula: C4H9NO3P
Source: the Open Molecules 2025 dataset
Level of theory: ωB97M-V/def2-TZVPD

XYZ file:
```
18
Properties=species:S:1:pos:R:3:lowdin_charge:R:1
C 1.2374 -1.3953 -0.7528 -0.144
N 0.3846 -1.0422 0.3488 -0.273
C -0.9784 -0.7348 -0.0019 -0.264
C -1.1324 0.5750 -0.7770 -0.192
C -0.6114 1.7464 0.0710 -0.399
O 0.7405 1.6791 0.3014 -0.268
P 1.0302 0.0566 1.4808 0.409
O 0.0949 0.2160 2.6096 -0.336
O 2.4826 -0.1051 1.6320 -0.337
H 2.2554 -1.4297 -0.3824 0.064
H 0.9449 -2.3836 -1.1349 0.074
H 1.1981 -0.6682 -1.5739 0.072
H -1.5229 -0.6546 0.9394 0.102
H -1.3909 -1.5773 -0.5807 0.107
H -0.5524 0.5278 -1.7022 0.091
H -2.1839 0.7399 -1.0326 0.098
H -0.8220 2.6914 -0.4641 0.099
H -1.1746 1.7586 1.0195 0.096
```

As for the multiplicity: 1. The calculation puts the HOMO energy at -4.665 eV. As for the relative energy (zero: lowest compared OMol25 entry of this formula, charge and spin): 0.0 kJ/mol. The charge is -1. Its strongest force on any atom is 3.40 eV/Å. The LUMO energy is 0.1465 Eh.



Which value of multiplicity does entry 9 give?
1



Which of these has the lowest charge?
C4H9NO3P